# 1
The following is a DFT calculation (ωB97M-V with the def2-TZVPD basis set) of a cluster of 2 separate species, C34H61F2Si4 in total at a distorted geometry.

Last column: Mulliken charge in e.
Cartesian coordinates (Å):
1 C -2.606493 -0.874497 7.912724  -1.337
2 C -1.828820 -0.690305 6.613681  -0.243
3 C -2.338620 -1.609579 5.496408  -0.668
4 C -1.541952 -1.535832 4.171956  -0.210
5 Si -2.410555 -0.853615 2.641462  0.208
6 C -2.401224 -2.107008 1.247770  -1.121
7 C -4.166615 -0.417888 3.115198  -1.230
8 C -1.576054 0.687637 1.962806  -0.016
9 Si 0.088598 0.514841 1.114236  -0.559
10 H 0.085974 -0.393872 -0.152211  -0.245
11 C 0.579017 2.309331 0.801985  -0.513
12 Si -0.306098 3.222862 -0.578637  -0.221
13 C 0.619862 4.789552 -1.010554  -1.122
14 C -0.362658 2.103741 -2.083691  -1.097
15 C -2.043257 3.673082 -0.024009  -0.316
16 C -2.445972 5.142961 -0.164418  -0.658
17 C -3.876237 5.368016 0.340256  -0.419
18 C -4.317906 6.818413 0.271557  -1.324
19 C 1.265059 -0.090343 2.437538  -0.310
20 Si 3.104596 -0.199646 2.087977  0.225
21 C 4.132930 0.908501 3.190189  -1.160
22 C 3.611694 -1.962825 2.468985  -1.298
23 C 3.517673 0.272703 0.315218  -0.091
24 C 3.915787 -0.929667 -0.551143  -0.436
25 C 5.189888 -0.640889 -1.342658  -0.364
26 C 5.615133 -1.815432 -2.206541  -1.044
27 H -2.189976 -0.236903 8.694138  0.379
28 H -3.657849 -0.601424 7.787455  0.318
29 H -2.557019 -1.908139 8.264383  0.331
30 H -1.910092 0.356577 6.289561  0.261
31 H -0.765966 -0.907767 6.784285  0.327
32 H -2.295863 -2.646986 5.862424  0.348
33 H -3.401646 -1.398134 5.316799  0.153
34 H -0.601596 -0.993441 4.328281  0.136
35 H -1.256590 -2.560258 3.893876  0.388
36 H -3.002574 -1.748666 0.401229  0.299
37 H -1.390689 -2.303802 0.869957  0.265
38 H -2.832133 -3.061998 1.576404  0.364
39 H -4.699019 0.056509 2.280677  0.332
40 H -4.728699 -1.316455 3.402427  0.350
41 H -4.193154 0.283151 3.959031  0.323
42 H -2.270456 1.165945 1.250143  -0.118
43 H -1.440435 1.416222 2.786979  0.497
44 H 0.366855 2.822529 1.760888  0.530
45 H 1.669364 2.383689 0.666422  0.628
46 H 0.147550 5.291047 -1.866849  0.330
47 H 0.632056 5.494770 -0.168985  0.333
48 H 1.662472 4.577462 -1.281485  0.342
49 H -0.877895 2.603939 -2.916666  0.431
50 H 0.652356 1.851899 -2.423932  0.266
51 H -0.886528 1.160600 -1.882466  0.288
52 H -2.746284 3.051277 -0.595010  0.405
53 H -2.163778 3.370509 1.024703  0.240
54 H -1.747601 5.779973 0.401837  0.277
55 H -2.380177 5.453669 -1.218016  0.315
56 H -4.553935 4.738212 -0.248327  0.329
57 H -3.927918 5.017088 1.376445  0.305
58 H -5.330689 6.914903 0.663451  0.392
59 H -3.668221 7.461451 0.868558  0.316
60 H -4.316144 7.180560 -0.757792  0.317
61 H 1.142258 0.600020 3.297259  0.525
62 H 0.921104 -1.078805 2.786480  0.067
63 H 5.196325 0.830538 2.925542  0.309
64 H 3.850526 1.964096 3.102336  0.350
65 H 4.034678 0.616963 4.243278  0.336
66 H 4.650443 -2.173991 2.185483  0.349
67 H 3.524911 -2.149667 3.548289  0.337
68 H 2.968303 -2.688218 1.955020  0.357
69 H 2.689564 0.803228 -0.167205  -0.216
70 H 4.339883 1.000311 0.358179  0.504
71 H 4.062093 -1.827135 0.069070  0.232
72 H 3.094581 -1.161066 -1.247940  0.051
73 H 5.025295 0.250369 -1.962908  0.289
74 H 5.993500 -0.395367 -0.634691  0.356
75 H 6.560663 -1.586430 -2.702390  0.427
76 H 5.758386 -2.714318 -1.598559  0.362
77 H 4.868023 -2.029423 -2.975212  -0.020
78 F -3.192526 -0.651162 -6.126763  -0.282
79 C -2.834636 -1.833388 -5.523764  0.100
80 C -3.850125 -2.743521 -5.234405  -0.463
81 C -3.465805 -3.963436 -4.648218  -0.538
82 C -2.147604 -4.179238 -4.272169  -0.535
83 C -1.124507 -3.202365 -4.480129  0.961
84 C 0.158718 -3.385271 -3.902525  -0.515
85 C 1.396099 -3.048125 -4.525459  0.762
86 C 2.488626 -3.968347 -4.513622  -0.485
87 C 3.735690 -3.656205 -5.040335  -0.500
88 C 3.973482 -2.389260 -5.594607  -0.499
89 C 2.901419 -1.497882 -5.623689  0.192
90 F 3.122761 -0.256783 -6.172811  -0.313
91 C 1.631996 -1.782589 -5.135128  -0.512
92 C -1.490856 -2.051736 -5.245341  -0.437
93 H -4.891073 -2.519625 -5.445435  0.478
94 H -4.212282 -4.739404 -4.482282  0.405
95 H -1.846514 -5.101579 -3.766467  0.431
96 H 0.212057 -3.971637 -2.988993  0.525
97 H 2.302441 -4.940065 -4.048146  0.443
98 H 4.538948 -4.395100 -5.013210  0.405
99 H 4.960144 -2.101285 -5.952894  0.481
100 H 0.867205 -1.008249 -5.130228  0.553
101 H -0.755650 -1.313086 -5.542312  0.302

Cartesian forces, eV/Å:
C 0.098 0.135 0.000
C -0.106 -0.157 -0.283
C -0.123 -0.196 0.050
C 0.164 -0.239 0.006
Si -0.020 0.509 0.125
C -0.193 -0.358 -0.148
C -0.321 -0.035 -0.163
C -0.367 -0.100 -0.211
Si 0.138 0.524 0.457
H -0.005 0.611 0.851
C 0.281 0.003 -0.100
Si 0.255 0.103 0.252
C 0.155 0.134 -0.172
C -0.019 -0.081 -0.417
C -0.109 -0.158 0.006
C -0.168 -0.016 0.016
C 0.389 -0.013 -0.065
C -0.168 -0.039 0.046
C 0.004 -0.292 0.280
Si 0.026 0.047 0.242
C -0.012 0.131 0.243
C 0.148 -0.266 0.000
C -0.117 -0.021 -0.172
C 0.108 0.057 -0.178
C -0.184 -0.150 0.064
C 0.255 0.106 -0.031
H -0.062 -0.031 0.039
H 0.054 -0.072 -0.004
H -0.027 0.043 -0.049
H 0.132 -0.122 0.015
H -0.120 0.130 -0.036
H -0.071 0.257 0.012
H 0.193 -0.063 0.157
H -0.127 -0.089 0.024
H 0.157 0.140 0.035
H 0.086 -0.011 0.130
H -0.083 0.026 0.121
H 0.075 0.120 -0.078
H 0.086 -0.095 0.109
H 0.030 0.192 -0.008
H 0.033 -0.130 -0.128
H 0.052 -0.168 0.193
H 0.073 -0.245 -0.326
H 0.019 -0.194 -0.315
H -0.251 0.047 -0.075
H 0.117 -0.031 0.189
H -0.009 -0.143 -0.172
H -0.174 0.029 0.040
H 0.103 -0.101 0.142
H -0.153 0.053 0.074
H 0.037 0.160 0.022
H -0.052 0.038 0.079
H 0.010 0.061 -0.116
H -0.198 -0.102 -0.158
H 0.026 0.019 0.194
H 0.015 0.037 0.096
H -0.068 -0.035 -0.047
H -0.026 0.126 -0.037
H 0.017 -0.004 -0.052
H 0.020 0.058 0.015
H -0.142 -0.228 -0.349
H 0.175 0.222 -0.024
H -0.198 -0.019 0.016
H 0.019 -0.115 0.015
H 0.006 0.100 -0.133
H -0.136 0.017 0.073
H -0.034 0.073 -0.202
H 0.099 0.067 0.078
H 0.113 -0.045 0.121
H -0.051 -0.140 -0.025
H 0.053 0.177 -0.340
H 0.155 -0.064 0.082
H 0.088 -0.095 0.092
H -0.129 0.002 -0.130
H -0.016 -0.150 -0.078
H -0.026 0.047 -0.094
H -0.004 -0.032 0.061
F 0.515 -1.349 0.639
C 0.046 1.105 -0.599
C 0.783 -0.538 0.388
C 0.095 0.100 -0.303
C 0.351 0.154 0.946
C -1.196 0.603 -0.183
C -0.055 -0.697 -1.374
C 1.353 1.109 -0.138
C -0.493 -0.081 0.872
C -0.195 0.114 -0.255
C -0.598 -0.419 0.381
C -0.014 1.103 -0.542
F -0.338 -1.342 0.690
C 0.296 -0.126 -0.035
C -0.367 -0.090 0.121
H 0.204 0.037 -0.087
H 0.221 0.233 0.026
H -0.339 0.275 -0.121
H -0.018 -0.488 -0.264
H 0.277 0.256 -0.184
H -0.304 0.251 0.032
H -0.311 0.013 0.009
H 0.648 -0.101 -0.004
H -0.557 -0.077 0.041

Kohn-Sham gap = 4.7 eV
E_LUMO = -6.5167 eV
total energy = -2689.6365 Ha
2S+1 = 1
relative energy (zero: lowest compared OMol25 entry of this formula, charge and spin) = 0.860 eV
net charge = +1

# 2
The following is a DFT calculation (ωB97M-V with the def2-TZVPD basis set) of a cluster of 5 separate species, C34H61N9O5S in total at a distorted geometry.

Last column: Mulliken charge in e.
Cartesian coordinates (Å):
1 C -5.463953 1.102558 -0.797190  -0.869
2 C -5.854401 0.255410 -2.011353  -0.372
3 C -4.821016 0.338633 -3.140932  -0.975
4 C -3.435181 -0.142467 -2.723718  -0.309
5 C -2.364388 0.240379 -3.751010  -0.798
6 C -0.953118 -0.167238 -3.296823  -0.256
7 C -0.058751 -0.456279 -4.501083  -0.639
8 C 1.414713 -0.675600 -4.167255  -1.348
9 C 1.668675 -1.565886 -2.945955  -0.345
10 C 1.038159 -2.960827 -3.071070  -0.616
11 C 1.937261 -4.102010 -2.577433  -1.241
12 C 2.441533 -3.829269 -1.154418  -0.221
13 C 2.876625 -5.092663 -0.387983  -0.692
14 C 2.556495 -5.097820 1.120357  -0.812
15 C 3.752907 -4.897643 2.076238  -1.137
16 C 3.849436 -3.511882 2.719350  -0.573
17 C 3.844706 -2.401655 1.665220  0.023
18 C 4.525805 -1.103971 2.117726  -1.592
19 C 4.302035 -0.722114 3.556218  0.827
20 C 5.402174 -0.476030 4.384633  -1.083
21 C 5.226827 -0.103536 5.714032  0.410
22 C 3.958420 0.042693 6.262193  -0.253
23 C 2.859920 -0.210310 5.440988  -0.695
24 C 3.028701 -0.580899 4.112128  0.727
25 O 1.933910 -0.769843 3.295311  -0.542
26 N 3.737767 0.461857 7.617218  -0.325
27 C 4.652162 -0.112876 8.561047  -0.016
28 C 4.165715 -0.488043 9.815690  -0.438
29 C 5.028321 -1.012754 10.770004  -0.516
30 C 6.379605 -1.190015 10.496575  -0.487
31 C 6.872202 -0.834387 9.242335  -0.597
32 C 6.007351 -0.291448 8.296780  0.662
33 S 6.653770 0.213999 6.722059  -0.314
34 H -4.807485 0.515521 -0.163281  0.290
35 H -6.360015 1.377621 -0.253548  0.179
36 H -4.922019 1.972874 -1.148231  0.264
37 H -5.951345 -0.796969 -1.740258  0.293
38 H -6.817142 0.557866 -2.418220  0.273
39 H -4.738527 1.392715 -3.415492  0.354
40 H -5.163129 -0.213757 -4.013658  0.445
41 H -3.161937 0.305273 -1.771977  0.183
42 H -3.431346 -1.228309 -2.656630  0.329
43 H -2.395927 1.302614 -3.979279  0.402
44 H -2.571147 -0.317493 -4.665285  0.210
45 H -1.053734 -1.075919 -2.708027  0.198
46 H -0.506108 0.633354 -2.711741  0.317
47 H -0.441057 -1.282671 -5.092778  0.261
48 H -0.111873 0.419320 -5.151329  0.525
49 H 1.848710 0.300814 -3.941967  0.427
50 H 1.961037 -1.085827 -5.013182  0.293
51 H 2.743840 -1.611816 -2.788924  0.507
52 H 1.251587 -1.064862 -2.074126  0.260
53 H 0.142142 -2.989802 -2.450986  0.281
54 H 0.730119 -3.131015 -4.100415  0.419
55 H 2.803672 -4.116505 -3.239268  0.280
56 H 1.414069 -5.052137 -2.628743  0.485
57 H 3.301747 -3.175268 -1.236500  0.113
58 H 1.675782 -3.309617 -0.580873  0.275
59 H 3.936274 -5.284416 -0.537985  0.439
60 H 2.364214 -5.938315 -0.844825  0.434
61 H 1.770782 -4.372512 1.321989  0.419
62 H 2.115622 -6.067242 1.338920  0.444
63 H 4.667047 -5.061008 1.508816  0.514
64 H 3.712178 -5.667569 2.843324  0.376
65 H 3.048893 -3.388964 3.442270  0.275
66 H 4.818509 -3.463468 3.214253  0.311
67 H 4.408951 -2.780802 0.814948  0.465
68 H 2.839546 -2.227592 1.299508  0.195
69 H 5.594968 -1.217971 1.959202  0.396
70 H 4.201528 -0.284875 1.476569  0.333
71 H 6.398164 -0.586575 3.986374  0.335
72 H 1.868900 -0.086986 5.850370  0.410
73 H 1.281005 -1.298142 3.760175  0.325
74 H 3.864288 1.472253 7.636236  0.304
75 H 3.115931 -0.338942 10.007837  0.434
76 H 4.622863 -1.285213 11.731938  0.366
77 H 7.032155 -1.615483 11.238570  0.395
78 H 7.913374 -0.977936 9.005518  0.387
79 N -1.140845 -3.154214 -8.311449  -0.391
80 C -0.277288 -2.104189 -8.152820  0.681
81 N -0.401898 -1.101663 -9.076067  -0.412
82 O 0.538528 -2.061480 -7.251332  -0.607
83 H -1.823417 -3.206447 -9.042462  0.154
84 H -1.076672 -3.902804 -7.647961  0.215
85 H 0.213318 -0.315979 -8.982363  0.217
86 H -1.069433 -1.113835 -9.822513  0.152
87 N -2.347548 5.516726 0.207818  -0.369
88 C -2.618211 4.184426 0.085253  0.639
89 N -1.651264 3.343554 0.577061  -0.356
90 O -3.639420 3.758235 -0.423689  -0.624
91 H -1.508598 5.868642 0.625833  0.126
92 H -3.027228 6.171101 -0.145921  0.212
93 H -1.818759 2.358383 0.498056  0.207
94 H -0.799840 3.661843 0.997343  0.155
95 N -2.680281 9.904619 -1.132371  -0.385
96 C -3.058345 8.865747 -1.938691  0.644
97 N -2.840578 9.051712 -3.274028  -0.397
98 O -3.556498 7.844525 -1.499193  -0.658
99 H -2.270503 10.751982 -1.474829  0.166
100 H -2.834199 9.799901 -0.147590  0.214
101 H -3.106909 8.305270 -3.888371  0.222
102 H -2.434484 9.881730 -3.660263  0.165
103 N -9.171257 2.813157 0.078198  -0.384
104 C -9.508480 1.987226 -0.959213  0.673
105 N -10.166827 2.594444 -1.996369  -0.406
106 O -9.236391 0.802118 -0.964900  -0.610
107 H -9.374217 3.793574 0.096501  0.158
108 H -8.676246 2.402294 0.846904  0.222
109 H -10.422558 2.017365 -2.774584  0.216
110 H -10.393146 3.569724 -2.015159  0.153

Cartesian forces, eV/Å:
C -0.182 -0.610 -0.778
C 0.211 -0.312 -0.476
C 0.070 0.275 0.655
C 0.087 0.553 -0.846
C 0.225 -0.669 0.386
C -0.308 -0.080 -0.827
C 0.244 0.366 -0.001
C 0.030 0.067 0.563
C -0.338 0.120 -0.312
C 0.141 -0.196 0.399
C 0.242 0.956 0.015
C 0.257 -0.591 -0.064
C -0.408 0.154 -0.064
C 0.229 -0.296 -0.058
C -0.388 0.235 -0.251
C 0.348 -0.231 -0.710
C 0.061 -0.282 0.112
C -0.355 -0.103 0.020
C 0.358 0.260 0.242
C -0.826 -0.044 0.112
C 0.381 0.011 0.223
C -0.335 -0.314 -0.593
C 0.326 -0.004 0.082
C 0.112 0.114 0.137
O 0.215 -0.073 -0.120
N 0.455 0.227 -0.263
C -0.093 -0.273 0.739
C 0.512 0.062 -0.442
C -0.186 0.071 -0.005
C -0.256 0.225 -0.549
C -0.448 -0.055 0.425
C 0.149 0.044 -0.482
S -0.133 0.023 0.060
H 0.110 0.122 0.327
H 0.001 0.171 0.256
H -0.051 0.320 0.304
H -0.195 -0.092 0.172
H -0.159 0.083 0.123
H 0.000 0.089 -0.212
H -0.036 -0.064 -0.178
H -0.005 -0.124 0.285
H -0.003 -0.193 0.382
H -0.084 0.171 -0.071
H -0.129 0.130 -0.264
H 0.147 0.010 0.370
H 0.048 -0.026 0.383
H -0.161 -0.198 0.054
H -0.040 0.017 -0.235
H 0.157 0.106 -0.056
H -0.103 0.000 -0.277
H 0.180 -0.179 0.018
H 0.088 0.036 0.210
H -0.274 0.024 -0.095
H -0.007 -0.113 -0.152
H 0.092 -0.436 -0.144
H -0.062 -0.176 -0.079
H 0.009 0.417 0.159
H -0.153 0.089 0.045
H 0.201 -0.008 -0.039
H -0.078 -0.129 -0.019
H -0.092 0.168 0.102
H -0.073 -0.126 0.129
H 0.197 -0.130 -0.043
H 0.102 -0.001 0.196
H -0.030 0.172 0.254
H -0.038 0.014 0.477
H 0.084 0.026 -0.222
H -0.178 0.152 0.033
H 0.187 0.068 0.071
H -0.037 0.085 -0.106
H 0.161 -0.043 -0.039
H -0.149 -0.008 0.053
H -0.169 0.060 0.096
H -0.188 0.027 0.128
H -0.148 -0.053 0.109
H 0.041 -0.067 0.147
H 0.152 -0.056 0.129
H 0.155 -0.009 -0.098
N 0.014 -0.024 0.004
C -0.073 0.017 -0.008
N 0.029 0.010 -0.020
O 0.070 -0.051 -0.022
H -0.004 0.024 -0.005
H 0.008 0.003 0.014
H 0.005 0.003 0.021
H -0.018 -0.017 0.008
N -0.191 -0.002 0.039
C 0.111 0.041 0.023
N 0.006 -0.042 0.015
O 0.048 0.097 0.016
H 0.031 -0.043 -0.004
H 0.069 0.047 -0.164
H -0.011 -0.003 -0.015
H 0.004 0.018 -0.008
N 0.014 -0.038 0.025
C 0.032 0.078 -0.063
N -0.017 -0.021 -0.015
O 0.005 -0.040 0.136
H -0.003 -0.001 -0.024
H -0.023 0.002 0.005
H 0.000 -0.019 0.011
H 0.001 0.016 0.018
N -0.081 -0.035 0.048
C 0.095 0.092 -0.008
N -0.049 -0.017 -0.007
O -0.045 -0.052 0.001
H 0.030 0.013 -0.036
H 0.036 -0.004 -0.015
H 0.012 -0.018 -0.001
H 0.027 0.012 0.016

structure (SMILES) = CCCCCCCCCCCCCCCCCCc1cc2c(cc1O)Nc1ccccc1S2.NC(N)=O.NC(N)=O.NC(N)=O.NC(N)=O
Kohn-Sham gap = 8.4 eV
E_LUMO = 0.5311 eV
total energy = -2599.4953 Ha
2S+1 = 1
net charge = 0